Molecular formula: C4H6O2
Method: DFT, ωB97M-V/def2-TZVPD

The HOMO energy is -9.7 eV. For the total energy, the calculation gives -306.397659 Ha. Its energy above the lowest of the compared OMol25 structures with the same formula, charge and spin is 68.2 kcal per mole. As for the net charge: 0.

Positions of all 12 atoms, in Å:
1 O -2.18751 -1.38224 -0.34976
2 C -1.29806 -0.77570 0.21316
3 C -0.64341 0.47728 -0.50502
4 C 0.87690 0.79335 -0.21221
5 C 1.01007 -0.47723 0.51302
6 O -0.74970 -0.99392 1.38025
7 H -0.76584 0.32410 -1.56904
8 H -1.20489 1.32100 -0.12148
9 H 1.46616 0.88921 -1.14939
10 H 1.06575 1.69230 0.39140
11 H 1.24779 -0.52926 1.54259
12 H 1.18275 -1.33888 -0.13353

Results of the natural (NBO) charge analysis, in e, for atoms 1 through 5:
1. O -0.60
2. C 0.78
3. C -0.52
4. C -0.50
5. C 0.04